*w*
A cluster of 2 separate species, C3H7NO in total. Source: the OMol25 dataset; level of theory: the ωB97M-V functional and the def2-TZVPD basis.

Output
* ⟨S²⟩: 0.76
* highest occupied orbital energy (spin up / spin down): -14.08 / -13.12 eV
* gap between HOMO and LUMO (spin up / spin down): 7.974 / 2.739 eV
* 2S+1: 2
* charge: +1
* LUMO (spin up / spin down): -6.1 / -10.4 eV

The geometry in XYZ format:
```
12
C3H7NO | the OMol25 dataset | the ωB97M-V functional and the def2-TZVPD basis
H -1.73 -2.55 -1.37
H 1.53 1.92 0.36
O 0.78 -1.96 0.16
N 1.52 3.16 1.94
H -0.88 -0.97 0.28
C -0.31 -1.64 -0.28
H -1.28 -1.11 -2.23
C -0.95 -1.98 -1.60
H -0.49 -2.66 -2.30
H -0.09 1.92 1.19
H 0.89 3.64 2.70
C 1.00 2.24 1.15
```


*x*
A cluster of 2 separate species, C3H7NO in total. Source: the OMol25 dataset; level of theory: the ωB97M-V functional and the def2-TZVPD basis.

Output
* ⟨S²⟩: 0.76
* highest occupied orbital energy (spin up / spin down): -14.15 / -14.12 eV
* gap between HOMO and LUMO (spin up / spin down): 9.976 / 6.567 eV
* 2S+1: 2
* charge: +1
* LUMO (spin up / spin down): -4.2 / -7.6 eV

The geometry in XYZ format:
```
12
C3H7NO | the OMol25 dataset | the ωB97M-V functional and the def2-TZVPD basis
C -1.31 0.39 1.11
O 1.58 0.44 0.70
C -1.18 -0.02 -0.21
H -1.32 0.69 -1.08
H -1.01 -1.58 -1.56
H -1.07 0.01 2.11
C 2.23 0.56 -0.31
H -1.82 1.36 1.44
H 2.07 1.49 -0.73
H 2.92 -0.18 -0.70
N -0.80 -1.24 -0.64
H -0.29 -1.91 -0.13
```


*y*
A cluster of 2 separate species, C3H7NO in total. Source: the OMol25 dataset; level of theory: the ωB97M-V functional and the def2-TZVPD basis.

Output
* ⟨S²⟩: 0.76
* highest occupied orbital energy (spin up / spin down): -14.10 / -13.82 eV
* gap between HOMO and LUMO (spin up / spin down): 7.719 / 4.027 eV
* 2S+1: 2
* charge: +1
* LUMO (spin up / spin down): -6.4 / -9.8 eV

The geometry in XYZ format:
```
12
C3H7NO | the OMol25 dataset | the ωB97M-V functional and the def2-TZVPD basis
H 1.37 -1.60 -0.34
C 1.41 -0.96 -1.22
C -1.50 0.69 1.24
H 0.19 1.45 2.08
H -2.22 -0.10 1.46
H 0.41 0.54 -2.40
H 0.31 -0.24 1.91
O -1.74 1.65 0.55
H -0.62 -0.85 -1.75
H 2.36 -0.86 -1.75
N -0.29 0.57 1.91
C 0.32 -0.29 -1.69
```


Here are the energies relative to the best structure, in eV: *w* 2.400; *x* 0.000; *y* 1.159.


*w*
A structure of composition C21H31LuN5OS4. Source: the OMol25 dataset; level of theory: the ωB97M-V functional and the def2-TZVPD basis.

Output
* highest occupied orbital energy: -2.49 eV
* gap between HOMO and LUMO: 4.952 eV
* 2S+1: 1
* charge: -1
* LUMO: 2.5 eV

The geometry in XYZ format:
```
63
C21H31LuN5OS4 | the OMol25 dataset | the ωB97M-V functional and the def2-TZVPD basis
H 0.70 1.91 6.75
H -0.54 -1.44 -5.04
C -1.47 -1.71 -2.83
C 0.09 3.94 -1.65
H 3.69 -2.88 4.84
S 0.98 -3.14 -3.05
C -1.15 2.25 -0.48
H -3.49 -0.97 -2.44
H 1.72 2.17 4.48
C -0.72 -2.94 -2.78
H -2.80 0.74 -2.97
N 0.70 0.61 3.61
H 3.60 -1.27 5.56
C 1.26 1.62 -2.89
O 3.63 -3.24 0.82
H -2.07 2.84 1.38
C 0.24 1.45 5.86
H -1.19 -1.38 -0.80
C 1.20 -0.40 2.87
C -1.93 0.61 -3.63
C 1.29 1.21 4.79
S 2.58 -3.29 -0.24
H 1.22 -2.94 4.60
N -0.90 -0.36 -3.17
C -2.74 -4.23 -2.23
N -0.16 1.58 -2.57
C -1.37 -4.16 -2.49
N 1.91 -1.97 -0.47
Lu 0.50 -0.44 -1.36
C -2.85 -1.84 -2.53
S -1.69 0.65 -0.48
H -0.55 2.11 5.50
H 2.91 -2.65 6.42
H -4.53 -3.07 -1.99
H -1.24 5.17 1.24
C -3.48 -3.06 -2.24
H 0.67 4.26 -2.51
H 1.50 2.42 -3.61
H -0.80 -5.09 -2.45
H 0.96 -0.90 -4.19
C -1.47 3.15 0.54
C 1.72 -1.98 4.75
S 0.92 -0.41 1.22
C -0.08 -0.67 -4.40
H -0.66 2.09 -4.57
H 1.88 1.78 -1.99
C -1.14 1.89 -3.61
H 1.64 0.70 -3.31
H -0.23 0.51 6.17
H 0.14 5.88 -0.71
H 2.23 -2.06 2.73
H 1.06 -1.37 5.36
C 3.06 -2.21 5.43
C -1.00 4.47 0.45
C -0.22 4.86 -0.64
C -0.37 2.61 -1.56
H -1.81 2.74 -3.43
H -2.33 0.38 -4.63
H 0.17 1.26 3.04
H -3.20 -5.18 -1.99
N 1.91 -1.40 3.43
H 2.12 0.61 5.17
H -0.01 0.19 -5.08
```


*x*
A structure of composition C21H31LuN5OS4. Source: the OMol25 dataset; level of theory: the ωB97M-V functional and the def2-TZVPD basis.

Output
* highest occupied orbital energy: -2.36 eV
* gap between HOMO and LUMO: 4.943 eV
* 2S+1: 1
* charge: -1
* LUMO: 2.6 eV

The geometry in XYZ format:
```
63
C21H31LuN5OS4 | the OMol25 dataset | the ωB97M-V functional and the def2-TZVPD basis
S 0.33 -0.46 -2.54
C -0.53 2.68 4.38
H 2.69 2.94 -1.71
C -2.18 -5.19 -1.69
C -1.25 1.52 4.65
H -0.31 -5.28 -0.60
C -0.43 -2.01 2.58
H -2.07 1.53 5.35
H 1.10 3.66 -1.87
H -0.53 3.61 -3.43
H -2.23 4.95 -2.20
N -0.32 -2.65 0.34
C -1.15 -4.67 -0.89
H -0.93 -3.96 1.89
C 0.49 2.65 3.44
H -4.16 -2.40 -1.89
H -1.47 -1.69 2.45
H -2.10 2.85 -3.55
H 2.58 -1.41 1.90
H 2.19 1.22 -3.15
C -0.93 0.33 3.97
H -0.32 -2.35 3.62
C -0.19 -3.18 1.66
H -1.57 1.21 -2.02
N 1.44 1.86 -2.93
N 0.52 -0.91 2.27
C -3.27 -4.37 -2.05
S -2.16 -1.00 -0.20
C 0.89 -2.30 -0.40
H -1.54 -0.53 4.20
H 0.69 -2.10 -1.47
Lu 0.33 -0.46 0.07
H 3.26 3.53 -4.05
C 0.78 1.46 2.78
C -3.33 -3.05 -1.62
H 0.79 -3.65 1.81
C -2.30 -2.57 -0.83
H 2.32 -0.67 3.51
H 1.35 -1.38 -0.03
H 1.63 -3.10 -0.36
H -2.69 3.54 -1.24
O 5.03 -0.81 0.48
C 1.88 -1.32 2.74
H -4.06 -4.77 -2.67
H 0.33 1.55 0.07
H 1.87 -2.31 3.21
C -1.31 3.11 -2.85
S 2.00 1.40 1.61
H -1.09 4.26 -1.03
H -0.78 3.61 4.88
N 2.59 -0.46 0.07
H 2.77 4.98 -3.16
H 1.04 3.56 3.20
C 0.11 0.27 3.02
C 2.42 4.02 -3.55
C -1.23 -3.35 -0.46
N -0.83 1.86 -2.28
C -1.86 4.02 -1.77
C 1.89 3.15 -2.42
H -2.14 -6.21 -2.03
H 1.65 4.21 -4.30
C 0.31 1.20 -2.59
S 4.00 -0.11 -0.34
```


Here are the energies relative to the best structure, in eV: *w* 0.000; *x* 2.259.


*w*
An isolated molecule of C2H3NO2S2. Source: the OMol25 dataset; level of theory: the ωB97M-V functional and the def2-TZVPD basis.

Output
* highest occupied orbital energy: -8.95 eV
* gap between HOMO and LUMO: 6.962 eV
* 2S+1: 1
* charge: 0
* LUMO: -2.0 eV

The geometry in XYZ format:
```
10
C2H3NO2S2 | the OMol25 dataset | the ωB97M-V functional and the def2-TZVPD basis
H -0.33 -1.20 1.58
N 1.04 -0.27 0.26
C -0.01 -0.39 0.82
S -2.53 -1.32 -0.06
H 1.97 -0.12 -1.52
C 1.98 0.14 -0.44
O -1.15 0.93 -1.26
H 2.93 0.44 -0.14
O -2.26 1.40 0.77
S -1.64 0.39 -0.01
```


*x*
An isolated molecule of C2H3NO2S2. Source: the OMol25 dataset; level of theory: the ωB97M-V functional and the def2-TZVPD basis.

Output
* highest occupied orbital energy: -10.30 eV
* gap between HOMO and LUMO: 10.271 eV
* 2S+1: 1
* charge: 0
* LUMO: 0.0 eV

The geometry in XYZ format:
```
10
C2H3NO2S2 | the OMol25 dataset | the ωB97M-V functional and the def2-TZVPD basis
S -0.75 0.29 0.96
N 0.22 1.68 -1.08
O 0.32 -0.37 -2.63
C 0.39 -0.70 -0.03
H -0.06 -1.52 -0.69
H 1.12 -1.13 0.59
C -0.44 1.70 0.01
H -1.03 2.64 0.36
S 0.95 0.23 -1.51
O 2.52 0.28 -1.46
```


*y*
A structure of composition C2H3NO2S2. Source: the OMol25 dataset; level of theory: the ωB97M-V functional and the def2-TZVPD basis.

Output
* highest occupied orbital energy: -9.08 eV
* gap between HOMO and LUMO: 9.037 eV
* 2S+1: 1
* charge: 0
* LUMO: 0.0 eV

The geometry in XYZ format:
```
10
C2H3NO2S2 | the OMol25 dataset | the ωB97M-V functional and the def2-TZVPD basis
H -1.07 1.26 -2.03
S 1.76 0.29 0.51
S -1.07 1.03 0.22
O -1.20 -0.21 0.91
N -0.81 0.35 -1.42
H -1.42 -0.43 -1.41
O -2.06 2.05 0.36
C 0.64 1.49 -0.13
H 0.75 2.58 0.15
C 1.08 0.65 -1.17
```


*z*
An isolated molecule of C2H3NO2S2. Source: the OMol25 dataset; level of theory: the ωB97M-V functional and the def2-TZVPD basis.

Output
* highest occupied orbital energy: -9.39 eV
* gap between HOMO and LUMO: 8.685 eV
* 2S+1: 1
* charge: 0
* LUMO: -0.7 eV

The geometry in XYZ format:
```
10
C2H3NO2S2 | the OMol25 dataset | the ωB97M-V functional and the def2-TZVPD basis
S 2.23 -0.48 -0.23
O -1.53 1.83 -0.05
H 3.02 0.56 -0.51
O -2.69 0.02 0.13
H 0.82 1.50 -0.20
C -0.44 -0.14 0.05
N -1.64 0.62 0.04
H 0.25 -2.28 0.87
S -0.77 -2.04 0.03
C 0.76 0.42 -0.13
```


Here are the energies relative to the best structure, in eV: *w* 1.936; *x* 0.000; *y* 3.632; *z* 1.820.


*w*
An isolated molecule of C2H4N2OS. Source: the OMol25 dataset; level of theory: the ωB97M-V functional and the def2-TZVPD basis.

Output
* highest occupied orbital energy: -9.35 eV
* gap between HOMO and LUMO: 9.046 eV
* 2S+1: 1
* charge: 0
* LUMO: -0.3 eV

The geometry in XYZ format:
```
10
C2H4N2OS | the OMol25 dataset | the ωB97M-V functional and the def2-TZVPD basis
H 1.56 -0.41 0.64
N 0.50 1.63 -0.08
C 0.47 -0.59 0.50
H 0.12 2.59 -0.46
C -0.24 0.68 0.22
N 0.38 -1.27 -0.75
H -0.02 -1.15 1.39
S -2.02 0.62 0.18
O 1.41 -1.60 -1.26
H -2.16 -0.50 -0.37
```


*x*
An isolated molecule of C2H4N2OS. Source: the OMol25 dataset; level of theory: the ωB97M-V functional and the def2-TZVPD basis.

Output
* highest occupied orbital energy (spin up / spin down): -8.96 / -8.96 eV
* gap between HOMO and LUMO (spin up / spin down): 8.501 / 8.502 eV
* 2S+1: 1
* charge: 0
* LUMO (spin up / spin down): -0.5 / -0.5 eV

The geometry in XYZ format:
```
10
C2H4N2OS | the OMol25 dataset | the ωB97M-V functional and the def2-TZVPD basis
N 0.45 0.78 0.57
H -2.29 -0.28 -0.27
C 0.81 -0.62 0.20
S 1.54 1.68 1.34
O -0.35 -1.22 -0.11
H 1.46 -0.40 -0.64
N -0.71 1.09 0.16
C -1.19 -0.06 -0.51
H 1.46 -0.95 0.94
H -1.19 -0.02 -1.67
```


Here are the energies relative to the best structure, in eV: *w* 0.758; *x* 0.000.